A molecular structure, C4H8 in a non-equilibrium geometry. Source: the Open Molecules 2025 dataset; level of theory: ωB97M-V/def2-TZVPD.

CARTESIAN COORDINATES (ANGSTROEM)
1 C 1.464 -1.133 -0.419
2 C 0.591 0.071 0.271
3 C -0.823 0.018 -0.137
4 C -1.407 1.419 0.449
5 H 1.278 -2.128 0.085
6 H 2.581 -0.813 -0.841
7 H 0.942 -1.344 -1.401
8 H 0.526 -0.071 1.446
9 H 0.997 1.036 -0.051
10 H -1.133 -0.848 -0.794
11 H -1.896 0.242 0.607
12 H -2.243 1.679 -0.040

Values from the calculation:
ΔE to the lowest compared entry with this formula, charge and spin	146.1	kcal per mole
LUMO energy	0.164	eV
charge	0
orbital gap	0.3289	Eh
DFT total energy	-156.95110	a.u.

***

2 unconnected molecules or ions with the total composition C4H8 in a non-equilibrium geometry. Source: the Open Molecules 2025 dataset; level of theory: ωB97M-V/def2-TZVPD.

CARTESIAN COORDINATES (ANGSTROEM)
1 C 2.253 -0.315 -0.206
2 C 1.909 0.432 0.876
3 H 1.681 -1.212 -0.443
4 H 3.136 -0.171 -0.793
5 H 0.988 0.148 1.468
6 H 2.390 1.372 1.061
7 C -2.327 -0.512 0.090
8 C -1.798 0.393 -0.750
9 H -2.036 -1.591 0.127
10 H -3.297 -0.189 0.636
11 H -0.941 0.196 -1.424
12 H -2.141 1.461 -0.692

Values from the calculation:
ΔE to the lowest compared entry with this formula, charge and spin	39.9	kcal per mole
SMILES string	C=C.C=C
LUMO energy	1.258	eV
charge	0
orbital gap	0.4109	Eh
DFT total energy	-157.12037	a.u.

***

A molecular structure, C4H8As2CsF12O2S in a non-equilibrium geometry. Source: the Open Molecules 2025 dataset; level of theory: ωB97M-V/def2-TZVPD.

CARTESIAN COORDINATES (ANGSTROEM)
1 Cs 28.372 -3.421 4.543
2 As 27.998 -7.855 3.517
3 F 28.442 -6.165 3.719
4 F 27.198 -7.436 2.051
5 F 27.561 -9.506 3.331
6 F 28.826 -8.216 5.011
7 F 26.573 -7.545 4.419
8 F 29.464 -8.111 2.665
9 As 30.445 0.113 4.094
10 F 30.164 1.806 4.024
11 F 30.568 0.011 2.388
12 F 30.594 -1.637 4.240
13 F 30.333 0.135 5.832
14 F 28.713 -0.147 3.998
15 F 32.134 0.351 4.216
16 C 31.200 -5.907 9.360
17 C 30.514 -7.149 8.778
18 C 29.026 -6.860 8.600
19 S 28.928 -5.107 8.286
20 O 28.121 -4.517 9.307
21 O 28.632 -4.875 6.891
22 C 30.671 -4.744 8.557
23 H 32.280 -6.030 9.296
24 H 30.956 -5.844 10.424
25 H 30.704 -8.072 9.326
26 H 30.914 -7.364 7.779
27 H 28.420 -7.038 9.487
28 H 28.598 -7.436 7.782
29 H 30.720 -3.758 9.019
30 H 31.143 -4.681 7.578

Values from the calculation:
ΔE to the lowest compared entry with this formula, charge and spin	0.0	kcal per mole
LUMO energy	1.932	eV
charge	-1
orbital gap	0.4059	Eh
DFT total energy	-6396.39834	a.u.

***

In order of appearance, HOMO energy = -8.79 -9.92 -9.11 eV.